{
  "formula": "C2H7OS",
  "method": "ωB97M-V/def2-TZVPD",
  "homo_ev": -3.199,
  "total_charge": -1,
  "fmax_ha_per_bohr": 0.0264,
  "lumo_ev": 4.08,
  "homo_lumo_gap_ev": 7.27,
  "symbols": ["S", "H", "H", "H", "O", "H", "C", "H", "C", "H", "H"],
  "positions_angstrom": [[0.821, 1.124, 1.072], [-1.746, -1.301, -0.158], [-0.240, -0.852, 1.873], [1.075, 1.089, -0.385], [1.421, 0.492, -1.676], [2.288, 0.911, -1.616], [-0.025, -0.502, 0.869], [-1.042, 0.126, -0.920], [-1.297, -0.326, 0.038], [-1.951, 0.366, 0.568], [0.696, -1.128, 0.335]],
  "atomic_forces_ev_per_a": [[-0.38, -0.06, 0.65], [-0.38, 0.01, 0.09], [-0.02, -0.37, 0.05], [0.37, -0.66, -1.13], [-0.14, 0.68, 0.65], [0.05, -0.17, -0.25], [0.32, 0.94, -0.42], [0.11, -0.03, -0.01], [0.59, -0.01, 0.18], [-0.32, -0.22, -0.05], [-0.21, -0.12, 0.24]]
}

=====

{
  "formula": "C19H9BrF5N5O2S2TeW",
  "method": "ωB97M-V/def2-TZVPD",
  "homo_ev": [-9.111, -9.111],
  "fmax_ha_per_bohr": 0.0084,
  "lumo_ev": [-2.48, -2.48],
  "homo_lumo_gap_ev": [6.63, 6.63],
  "symbols": ["C", "C", "C", "F", "O", "Te", "C", "S", "F", "C", "C", "C", "C", "O", "S", "N", "H", "C", "C", "C", "C", "Br", "H", "N", "C", "F", "H", "C", "H", "N", "C", "C", "H", "F", "F", "W", "N", "H", "C", "H", "C", "C", "N", "H", "H"],
  "positions_angstrom": [[1.764, -3.419, -0.856], [2.273, -2.659, 0.191], [0.794, -0.862, -1.917], [-3.766, 4.384, -0.420], [-1.647, 3.159, -1.202], [-2.270, 4.929, -1.508], [-1.571, -1.260, -1.779], [-1.293, 3.859, 2.301], [-0.967, 4.966, -2.920], [0.003, -4.226, 0.568], [-0.331, -1.671, -2.189], [0.475, -3.411, 1.585], [-1.561, 2.591, 3.442], [1.142, 2.380, -0.333], [0.282, 1.194, 2.081], [2.338, -3.446, -2.177], [0.329, -4.884, -1.454], [1.626, -2.655, 1.416], [0.669, -4.247, -0.648], [1.560, 1.271, -0.974], [2.148, -1.136, -2.251], [-0.453, -3.321, 3.226], [3.164, -2.063, 0.058], [-0.680, 0.710, -0.811], [3.110, -0.179, -2.066], [-2.248, 1.753, 0.853], [2.004, -2.055, 2.232], [-1.714, -0.060, -1.063], [3.610, 1.773, -1.244], [-3.087, 3.093, 5.461], [0.547, 0.338, -1.251], [-0.869, 1.423, 3.341], [-2.450, -1.854, -1.981], [-3.454, 4.629, -2.909], [-0.032, 4.457, 0.173], [-0.650, 2.629, 0.355], [2.533, -2.402, -2.813], [4.122, -0.397, -2.381], [-2.411, 2.864, 4.560], [-0.212, -2.600, -2.732], [-1.001, 0.386, 4.320], [2.831, 1.044, -1.416], [-1.112, -0.461, 5.089], [-2.671, 0.272, -0.686], [-0.874, -4.838, 0.726]],
  "atomic_forces_ev_per_a": [[-0.01, -0.08, 0.04], [-0.01, -0.02, -0.01], [-0.02, 0.05, 0.04], [0.02, 0.04, 0.04], [-0.16, 0.00, 0.08], [0.07, -0.03, -0.18], [0.00, 0.01, 0.01], [0.06, -0.10, 0.08], [0.03, 0.00, 0.02], [0.02, 0.01, -0.01], [-0.03, 0.01, -0.05], [-0.06, -0.04, 0.01], [-0.06, 0.10, 0.00], [-0.11, 0.07, 0.02], [0.00, -0.17, -0.16], [-0.02, -0.01, 0.00], [-0.01, 0.00, 0.00], [0.03, 0.02, -0.01], [0.04, 0.01, 0.02], [0.02, 0.05, -0.09], [-0.02, 0.04, 0.03], [0.03, -0.01, -0.03], [0.02, 0.02, -0.03], [0.01, 0.00, -0.02], [0.00, -0.04, 0.00], [-0.10, -0.08, 0.01], [0.00, 0.00, 0.00], [0.01, -0.02, 0.01], [0.00, 0.01, -0.02], [-0.02, 0.02, -0.02], [-0.02, -0.01, -0.01], [0.02, -0.05, 0.03], [0.00, 0.00, 0.00], [0.03, -0.07, 0.04], [-0.12, -0.02, -0.04], [0.30, 0.31, 0.06], [0.08, -0.02, -0.02], [0.00, 0.00, -0.01], [0.03, -0.02, 0.03], [-0.01, 0.04, -0.01], [-0.08, 0.03, 0.02], [0.01, -0.04, 0.11], [0.03, 0.03, 0.01], [0.00, 0.01, 0.00], [0.00, -0.01, 0.00]]
}

=====

{
  "formula": "C5H13N3",
  "method": "ωB97M-V/def2-TZVPD",
  "homo_ev": -8.009,
  "smiles": "CC(C)=C(N)N(C)N",
  "fmax_ha_per_bohr": 0.0520,
  "lumo_ev": 0.90,
  "homo_lumo_gap_ev": 8.90,
  "symbols": ["H", "H", "C", "H", "N", "H", "C", "N", "H", "C", "H", "H", "H", "C", "H", "H", "N", "H", "H", "C", "H"],
  "positions_angstrom": [[-0.718, -0.767, 2.265], [-0.992, 2.623, -1.374], [0.223, -2.472, 0.497], [1.782, 2.045, 0.181], [0.031, 1.226, -0.239], [1.106, 0.185, -1.932], [-1.222, 1.803, -0.696], [0.810, 2.223, 0.418], [-0.692, -2.592, 1.113], [0.924, -0.833, -1.589], [0.196, -3.212, -0.299], [0.250, -1.326, -2.292], [0.732, 2.166, 1.434], [0.325, -1.102, -0.099], [1.090, -2.692, 1.123], [1.884, -1.350, -1.612], [-0.586, 0.129, 1.819], [-1.774, 1.035, -1.236], [-1.409, 0.715, 1.899], [-0.117, 0.004, 0.495], [-1.841, 2.190, 0.125]],
  "atomic_forces_ev_per_a": [[-0.10, 0.12, 0.11], [-0.08, 0.01, 0.06], [-0.15, 0.12, -0.15], [-0.10, 0.02, 0.08], [-0.50, 0.64, 0.79], [-0.36, -0.14, 0.64], [0.13, -0.07, 0.07], [0.27, 0.04, 0.03], [0.46, 0.06, -0.33], [-0.21, -1.92, 1.72], [-0.05, -0.20, 0.02], [0.11, -0.06, -0.15], [-0.12, -0.13, -0.16], [0.38, 1.60, -2.11], [0.02, -0.10, 0.07], [0.05, -0.22, -0.28], [0.03, -0.05, -0.13], [-0.09, -0.01, -0.02], [0.02, -0.16, 0.02], [0.42, 0.38, -0.24], [-0.11, 0.06, -0.04]]
}

=====

{
  "formula": "C4H11N2O",
  "method": "ωB97M-V/def2-TZVPD",
  "homo_ev": -2.514,
  "smiles": "CNCCNC[O-]",
  "total_charge": -1,
  "fmax_ha_per_bohr": 0.1269,
  "lumo_ev": 3.89,
  "homo_lumo_gap_ev": 6.41,
  "symbols": ["O", "H", "H", "C", "C", "H", "H", "N", "C", "H", "H", "C", "H", "H", "H", "H", "N", "H"],
  "positions_angstrom": [[-2.797, -0.654, -1.257], [-3.150, 0.370, 0.322], [3.407, -0.469, -0.904], [0.970, 0.579, 0.878], [-0.573, 0.761, 0.697], [-0.731, 1.393, -0.274], [-3.209, -1.484, 0.693], [-1.280, -0.631, 0.605], [2.324, -0.632, -0.971], [-1.005, 1.202, 1.556], [2.075, -1.490, -0.372], [-2.754, -0.562, 0.040], [1.279, 1.572, 1.330], [0.952, -0.291, 1.495], [-0.851, -0.907, -0.151], [2.169, -0.687, -2.089], [1.834, 0.629, -0.458], [1.340, 1.298, -1.141]],
  "atomic_forces_ev_per_a": [[0.03, -0.59, -0.79], [-0.86, 1.64, 1.60], [0.29, -0.90, -0.02], [-0.74, 3.46, -2.41], [-0.42, -1.78, -2.63], [-0.14, -0.82, 1.63], [0.24, 1.55, -1.07], [-1.53, 4.33, 4.53], [1.43, 1.68, -1.73], [-0.24, 0.99, 0.81], [-0.55, -0.40, -0.16], [1.08, -2.56, 0.47], [0.01, -1.52, 0.33], [1.38, -0.75, 0.31], [2.62, -2.85, -5.26], [-0.41, -0.61, 1.23], [-3.00, 1.14, 1.79], [0.80, -1.99, 1.38]]
}

=====

Please write out number 4 again, unchanged.
{
  "formula": "C4H11N2O",
  "method": "ωB97M-V/def2-TZVPD",
  "homo_ev": -2.514,
  "smiles": "CNCCNC[O-]",
  "total_charge": -1,
  "fmax_ha_per_bohr": 0.1269,
  "lumo_ev": 3.89,
  "homo_lumo_gap_ev": 6.41,
  "symbols": ["O", "H", "H", "C", "C", "H", "H", "N", "C", "H", "H", "C", "H", "H", "H", "H", "N", "H"],
  "positions_angstrom": [[-2.797, -0.654, -1.257], [-3.150, 0.370, 0.322], [3.407, -0.469, -0.904], [0.970, 0.579, 0.878], [-0.573, 0.761, 0.697], [-0.731, 1.393, -0.274], [-3.209, -1.484, 0.693], [-1.280, -0.631, 0.605], [2.324, -0.632, -0.971], [-1.005, 1.202, 1.556], [2.075, -1.490, -0.372], [-2.754, -0.562, 0.040], [1.279, 1.572, 1.330], [0.952, -0.291, 1.495], [-0.851, -0.907, -0.151], [2.169, -0.687, -2.089], [1.834, 0.629, -0.458], [1.340, 1.298, -1.141]],
  "atomic_forces_ev_per_a": [[0.03, -0.59, -0.79], [-0.86, 1.64, 1.60], [0.29, -0.90, -0.02], [-0.74, 3.46, -2.41], [-0.42, -1.78, -2.63], [-0.14, -0.82, 1.63], [0.24, 1.55, -1.07], [-1.53, 4.33, 4.53], [1.43, 1.68, -1.73], [-0.24, 0.99, 0.81], [-0.55, -0.40, -0.16], [1.08, -2.56, 0.47], [0.01, -1.52, 0.33], [1.38, -0.75, 0.31], [2.62, -2.85, -5.26], [-0.41, -0.61, 1.23], [-3.00, 1.14, 1.79], [0.80, -1.99, 1.38]]
}

=====

Number 4 is which compound?
C4H11N2O

=====

What did the third record say?
{
  "formula": "C5H13N3",
  "method": "ωB97M-V/def2-TZVPD",
  "homo_ev": -8.009,
  "smiles": "CC(C)=C(N)N(C)N",
  "fmax_ha_per_bohr": 0.0520,
  "lumo_ev": 0.90,
  "homo_lumo_gap_ev": 8.90,
  "symbols": ["H", "H", "C", "H", "N", "H", "C", "N", "H", "C", "H", "H", "H", "C", "H", "H", "N", "H", "H", "C", "H"],
  "positions_angstrom": [[-0.718, -0.767, 2.265], [-0.992, 2.623, -1.374], [0.223, -2.472, 0.497], [1.782, 2.045, 0.181], [0.031, 1.226, -0.239], [1.106, 0.185, -1.932], [-1.222, 1.803, -0.696], [0.810, 2.223, 0.418], [-0.692, -2.592, 1.113], [0.924, -0.833, -1.589], [0.196, -3.212, -0.299], [0.250, -1.326, -2.292], [0.732, 2.166, 1.434], [0.325, -1.102, -0.099], [1.090, -2.692, 1.123], [1.884, -1.350, -1.612], [-0.586, 0.129, 1.819], [-1.774, 1.035, -1.236], [-1.409, 0.715, 1.899], [-0.117, 0.004, 0.495], [-1.841, 2.190, 0.125]],
  "atomic_forces_ev_per_a": [[-0.10, 0.12, 0.11], [-0.08, 0.01, 0.06], [-0.15, 0.12, -0.15], [-0.10, 0.02, 0.08], [-0.50, 0.64, 0.79], [-0.36, -0.14, 0.64], [0.13, -0.07, 0.07], [0.27, 0.04, 0.03], [0.46, 0.06, -0.33], [-0.21, -1.92, 1.72], [-0.05, -0.20, 0.02], [0.11, -0.06, -0.15], [-0.12, -0.13, -0.16], [0.38, 1.60, -2.11], [0.02, -0.10, 0.07], [0.05, -0.22, -0.28], [0.03, -0.05, -0.13], [-0.09, -0.01, -0.02], [0.02, -0.16, 0.02], [0.42, 0.38, -0.24], [-0.11, 0.06, -0.04]]
}

=====

What is the formula in the first record?
C2H7OS